Density functional theory data (ωB97M-V/def2-TZVPD) for the molecule C28H33N5O6S.

Structure (XYZ):
```
73
Properties=species:S:1:pos:R:3:forces:R:3:lowdin_charge:R:1
C -0.6254 -3.8407 1.2674 0.10 0.12 0.03 -0.0810
H -0.4051 -4.0446 2.3125 -0.01 -0.07 0.10 0.0752
H -0.5336 -4.7681 0.7084 -0.02 -0.14 -0.03 0.0710
H -1.6557 -3.5007 1.1934 -0.08 -0.03 0.03 0.0466
C 0.3336 -2.7781 0.7286 -0.11 -0.10 0.09 -0.1785
C 0.1005 -2.4936 -0.7282 0.02 0.18 0.06 -0.2073
C 0.3194 -3.4880 -1.6743 -0.02 0.03 0.03 -0.0302
C 0.0954 -3.2656 -3.0195 0.00 -0.04 -0.01 -0.0630
C -0.3556 -2.0304 -3.4541 -0.02 0.10 -0.09 -0.0702
C -0.5678 -1.0219 -2.5349 0.07 0.00 0.05 -0.0385
C -0.3442 -1.2494 -1.1808 -0.05 -0.31 -0.29 -0.2833
N -0.5094 -0.1640 -0.2805 0.11 0.11 0.10 0.0471
C -1.6818 0.1586 0.3162 0.09 0.11 0.10 -0.4207
O -1.7771 1.1893 0.9981 -0.07 0.09 0.13 0.0156
C -2.8268 -0.7100 0.1531 -0.61 -0.49 -0.18 -0.2851
C -4.0534 -0.4878 0.7929 0.56 -0.20 -0.29 -0.2682
N -4.3313 0.4869 1.6606 -0.14 0.42 0.31 0.1757
H -3.6287 1.1944 1.8162 -0.10 -0.08 -0.01 0.0937
H -5.2801 0.5487 2.0021 0.11 0.02 -0.02 0.0931
C -4.9882 -1.4969 0.3965 0.64 0.03 -0.24 -0.2580
N -4.5270 -2.3843 -0.4593 -0.37 -0.02 0.12 -0.2534
S -2.9843 -2.1139 -0.8598 -0.35 0.24 0.19 1.1242
C -6.3802 -1.5445 0.8845 -0.39 -0.35 -0.10 -0.4861
O -6.8330 -0.7168 1.6596 0.02 0.18 0.12 0.0497
N -7.0959 -2.5766 0.3976 -0.16 -0.16 -0.06 0.1749
H -6.6630 -3.2160 -0.2463 -0.02 -0.02 -0.01 0.0914
H -8.0587 -2.6882 0.6651 0.08 0.06 0.01 0.1157
C 0.6354 0.7377 -0.0996 0.35 0.20 0.13 -0.1110
C 1.9280 -0.0212 0.0136 0.07 0.09 -0.11 -0.1744
C 2.5523 -0.5794 -1.0850 0.03 0.12 0.14 -0.0263
C 3.7255 -1.3041 -0.9298 0.16 -0.15 0.05 0.0111
C 4.2890 -1.4877 0.3201 0.05 -0.02 0.25 -0.1985
C 3.6603 -0.9133 1.4477 0.17 -0.12 0.00 -0.1949
C 2.4960 -0.1889 1.2769 0.14 -0.04 0.07 0.0332
H 2.0066 0.2558 2.1300 -0.03 0.03 0.12 0.1148
O 4.2768 -1.1372 2.6423 0.09 -0.10 -0.37 -0.0647
C 3.7115 -0.5772 3.8001 -0.09 0.08 0.16 -0.0838
H 3.6752 0.5160 3.7445 -0.02 -0.04 -0.01 0.0970
H 2.7039 -0.9645 3.9870 0.02 0.03 -0.02 0.0954
H 4.3661 -0.8729 4.6184 -0.08 0.05 -0.02 0.0946
O 5.4264 -2.1909 0.5770 -0.31 0.25 0.22 -0.0635
C 6.1246 -2.7460 -0.5089 0.10 -0.09 -0.20 -0.0845
H 5.5213 -3.4906 -1.0394 0.02 0.04 0.01 0.0952
H 6.9982 -3.2324 -0.0777 -0.05 0.02 -0.08 0.0940
H 6.4508 -1.9753 -1.2150 -0.03 -0.03 0.02 0.0974
H 4.1913 -1.7247 -1.8061 0.10 -0.07 -0.06 0.1073
H 2.1465 -0.4438 -2.0727 -0.02 0.01 -0.09 0.1156
H 0.4403 1.2677 0.8427 0.08 -0.11 -0.24 0.1525
C 0.6422 1.8039 -1.2186 -0.19 -0.17 0.31 -0.4366
O 1.5277 1.9309 -2.0373 0.28 0.05 -0.18 0.0809
N -0.4620 2.5721 -1.1801 -0.41 0.35 0.08 0.0927
H -1.1217 2.4607 -0.4184 0.13 -0.16 0.02 0.1107
C -0.6500 3.7197 -2.0313 -0.06 0.43 -0.01 -0.1081
H 0.1429 3.7124 -2.7823 -0.13 0.03 0.00 0.1275
H -1.6261 3.6508 -2.5210 0.10 0.03 -0.05 0.1270
C -0.5945 5.0286 -1.2226 0.28 -0.15 -0.57 -0.3055
H -0.8062 5.8584 -1.9100 0.06 -0.10 0.06 0.1465
C 0.7494 5.2242 -0.4986 -0.18 0.00 0.04 -0.1148
H 1.3741 5.9572 -1.0034 0.05 -0.02 -0.04 0.1160
H 1.2919 4.2793 -0.4587 0.05 0.02 -0.02 0.1064
C 0.3365 5.6672 0.9049 -0.22 -0.05 -0.08 -0.1458
H 1.0421 5.3601 1.6731 0.04 0.03 0.06 0.1107
C -1.0245 4.9900 1.0543 0.17 0.05 0.37 -0.1994
H -1.6961 5.5053 1.7433 0.05 -0.07 0.01 0.1218
O -1.6142 5.0407 -0.2308 -0.15 -0.12 -0.11 -0.0999
H -0.9105 3.9477 1.3851 -0.01 0.07 0.01 0.1091
H 0.2178 6.7506 0.9421 0.01 0.02 0.06 0.1123
H -0.8989 -0.0448 -2.8551 -0.05 0.11 -0.01 0.1290
H -0.5290 -1.8493 -4.5036 -0.02 0.01 -0.10 0.1072
H 0.2781 -4.0551 -3.7329 0.02 -0.08 -0.07 0.1058
H 0.6844 -4.4497 -1.3456 0.03 -0.13 0.05 0.1187
H 0.2147 -1.8634 1.3095 0.10 -0.05 -0.03 0.1082
H 1.3630 -3.1225 0.8570 0.04 0.10 0.02 0.1223
```
Forces are in eV/Å.

For the relative energy (zero: lowest compared OMol25 entry of this formula, charge and spin), the calculation gives 0.6 kcal per mole. The value obtained for the largest force on an atom is 0.8 eV/Å. As for the spin multiplicity: 1. As for the HOMO energy: -8.0 eV. Its lowest unoccupied orbital energy is -0.026 eV. As for the SMILES: CCc1ccccc1N(C(=O)c1snc(C(N)=O)c1N)[C@H](C(=O)NC[C@@H]1CCCO1)c1ccc(OC)c(OC)c1.

---

Density functional theory data (ωB97M-V/def2-TZVPD) for a structure of composition C28H33N5O6S.

Structure (XYZ):
```
73
Properties=species:S:1:pos:R:3:forces:R:3:lowdin_charge:R:1
C -5.7063 -2.5983 2.5491 -0.22 0.01 -0.04 -0.0966
H -6.1585 -2.7039 3.5343 -0.02 0.01 -0.09 0.0921
O -4.3185 -2.5848 2.7659 0.40 0.02 -0.05 -0.0924
C -3.4892 -2.5184 1.6786 0.10 -0.03 0.01 -0.2926
C -2.1221 -2.5902 1.9496 -0.22 -0.05 0.07 0.0017
C -1.2006 -2.5204 0.9283 -0.11 -0.07 -0.02 -0.0031
C -1.6194 -2.3721 -0.3898 -0.14 -0.07 -0.12 -0.1989
C -2.9769 -2.2975 -0.6541 0.29 -0.12 0.03 -0.0355
C -3.9133 -2.3704 0.3644 -0.31 -0.03 0.22 -0.0206
H -4.9619 -2.3079 0.1177 -0.10 0.01 0.02 0.1023
H -3.3187 -2.1762 -1.6726 -0.02 0.05 -0.12 0.1184
C -0.6246 -2.3460 -1.5168 -0.07 -0.44 -0.24 -0.0811
N 0.5639 -1.5519 -1.2631 -0.23 0.03 -0.07 0.0151
C 1.7360 -2.2246 -1.0925 -0.03 -0.32 -0.16 -0.4294
O 1.7519 -3.4564 -1.0798 0.04 -0.06 0.16 0.0418
C 3.0088 -1.5203 -0.9863 0.83 0.37 -0.08 -0.2992
C 4.1890 -2.1722 -0.6039 -0.49 0.43 -0.22 -0.2676
N 4.3113 -3.4566 -0.2672 0.05 -0.56 0.19 0.1740
H 5.2261 -3.7886 0.0001 -0.12 0.01 -0.02 0.0915
H 3.4891 -4.0380 -0.3402 0.15 0.04 -0.03 0.0929
C 5.2855 -1.2509 -0.6230 -0.73 0.16 -0.19 -0.2545
N 4.9898 -0.0263 -1.0056 0.30 -0.02 0.05 -0.2534
S 3.4166 0.1292 -1.3413 0.34 -0.55 -0.06 1.0939
C 6.6672 -1.6234 -0.2661 0.52 0.28 0.04 -0.4849
O 6.9831 -2.7530 0.0726 -0.08 -0.19 0.04 0.0509
N 7.5461 -0.6036 -0.3492 0.17 0.14 0.00 0.1719
H 7.2232 0.3014 -0.6444 0.03 0.01 0.00 0.0890
H 8.5155 -0.7606 -0.1337 -0.09 -0.05 -0.01 0.1142
C 0.4549 -0.1178 -1.0697 0.22 -0.12 0.17 -0.1654
C -0.9501 0.3962 -1.2950 -0.05 0.22 0.04 -0.1046
C -1.3700 0.5917 -2.5984 -0.23 0.13 0.02 0.0514
C -2.6593 1.0268 -2.9004 0.08 -0.07 0.10 -0.2699
C -3.5350 1.2824 -1.8559 -0.01 -0.01 -0.33 -0.0081
C -3.1181 1.1145 -0.5454 0.22 0.00 0.32 -0.0014
C -1.8365 0.6752 -0.2415 -0.09 0.25 -0.02 -0.2286
O -1.3664 0.5153 1.0224 -0.16 -0.08 -0.44 -0.1008
C -2.2140 0.7740 2.1138 -0.14 0.06 0.17 -0.0567
H -1.6140 0.5614 2.9964 -0.07 0.02 0.02 0.1067
H -3.0888 0.1189 2.1087 0.02 0.03 -0.01 0.0865
H -2.5359 1.8215 2.1339 0.02 -0.03 -0.02 0.0964
H -3.8200 1.3244 0.2452 -0.05 0.00 0.11 0.1106
H -4.5434 1.6175 -2.0382 -0.09 0.04 -0.06 0.1061
O -2.9460 1.1652 -4.2267 0.27 -0.09 0.08 -0.0858
C -4.2354 1.5948 -4.5892 -0.16 0.06 -0.05 -0.0910
H -4.4524 2.5936 -4.1964 0.00 -0.04 0.00 0.0951
H -4.2394 1.6282 -5.6774 -0.06 0.02 0.08 0.0933
H -5.0042 0.8945 -4.2467 0.02 0.03 0.00 0.0950
H -0.6973 0.3967 -3.4197 0.13 -0.05 -0.11 0.1398
H 1.0896 0.3781 -1.8229 -0.23 0.03 0.17 0.1030
C 1.0110 0.2665 0.3225 0.03 0.42 -0.16 -0.5124
O 1.3263 -0.5487 1.1575 0.00 -0.23 0.24 0.0883
N 1.1913 1.5939 0.4555 -0.05 0.15 -0.04 0.0930
H 0.9060 2.2121 -0.2870 -0.06 -0.10 -0.10 0.1573
C 1.7269 2.2004 1.6538 0.00 -0.20 0.14 -0.2796
H 1.7821 1.3923 2.3858 0.00 0.13 -0.09 0.1476
C 0.8338 3.3546 2.1346 -0.01 0.04 -0.08 -0.1362
C 1.4940 4.6095 1.5702 0.04 0.03 0.22 -0.1946
C 2.9808 4.3143 1.7473 0.00 0.04 -0.10 -0.1919
H 3.6111 4.9476 1.1253 0.08 0.06 0.05 0.1055
H 3.2606 4.4721 2.7896 0.03 0.06 0.05 0.1101
C 3.1121 2.8318 1.3850 0.09 0.06 0.15 -0.1280
H 3.8933 2.3406 1.9609 0.08 -0.07 -0.05 0.1124
H 3.3579 2.7138 0.3289 0.03 -0.03 0.01 0.0937
H 1.1816 5.5155 2.0872 -0.06 0.08 -0.08 0.1065
H 1.2569 4.7194 0.5104 -0.04 0.05 -0.10 0.1095
H -0.1943 3.2247 1.8007 -0.09 -0.07 0.08 0.1045
H 0.8391 3.3939 3.2239 -0.01 0.02 0.07 0.1175
H -0.2582 -3.3650 -1.6866 -0.13 0.29 -0.08 0.1337
H -1.1054 -1.9891 -2.4334 0.00 -0.12 0.11 0.1236
H -0.1465 -2.5639 1.1519 0.14 0.02 0.04 0.1172
H -1.8084 -2.7002 2.9754 0.05 -0.02 0.15 0.1237
H -6.0550 -1.6652 2.0921 0.01 -0.05 0.00 0.0914
H -6.0083 -3.4425 1.9207 0.01 0.04 0.01 0.0959
```
Forces are in eV/Å.

For the relative energy (zero: lowest compared OMol25 entry of this formula, charge and spin), the calculation gives 14.4 kcal per mole. The value obtained for the largest force on an atom is 0.9 eV/Å. As for the spin multiplicity: 1. As for the HOMO energy: -7.8 eV. Its lowest unoccupied orbital energy is 0.241 eV.

---

Density functional theory data (ωB97M-V/def2-TZVPD) for a structure of composition C28H33N6O3PSr.

Structure (XYZ):
```
72
Properties=species:S:1:pos:R:3:forces:R:3:lowdin_charge:R:1
Sr -0.1963 -0.4376 1.3119 0.02 -0.08 -0.09 1.3133
C -0.5215 1.4314 3.5437 0.00 0.02 0.00 -0.2293
C -0.0728 0.2413 4.1440 -0.01 0.01 0.00 -0.2399
C -1.0990 -0.7211 4.0200 -0.01 0.01 0.00 -0.2445
C -2.1814 -0.1200 3.3471 0.00 0.00 0.00 -0.2396
C -1.8227 1.2094 3.0456 -0.02 0.00 0.01 -0.2424
H 0.0125 2.3706 3.5176 0.00 0.00 0.00 0.0807
H 0.8807 0.1043 4.6355 0.00 0.00 0.00 0.0821
H -1.0940 -1.7298 4.4122 0.01 0.00 0.00 0.0788
H -3.1258 -0.5953 3.1229 0.00 0.00 -0.01 0.0892
H -2.4487 1.9530 2.5712 0.00 0.00 0.00 0.0834
N 3.0673 -3.1593 3.7110 0.01 0.02 0.02 0.0344
C 1.8641 -2.5771 3.6407 -0.01 -0.04 -0.02 -0.1339
N 1.7789 -1.8867 2.5275 0.01 0.05 0.02 0.0843
C 2.9941 -2.0775 1.9464 0.00 -0.03 -0.01 -0.3211
N 3.8100 -2.8473 2.6333 0.00 0.00 -0.01 0.1326
C 3.3256 -1.4899 0.6426 -0.01 0.00 0.00 -0.2212
C 4.4549 -1.8834 -0.0716 0.00 0.00 0.00 -0.0661
N 4.7128 -1.4112 -1.2817 0.00 0.00 -0.01 0.0978
C 3.8315 -0.5482 -1.7799 0.01 0.00 0.00 -0.0991
C 2.7185 -0.1385 -1.0633 0.00 0.00 0.01 -0.1104
N 2.4634 -0.6007 0.1560 0.01 0.00 -0.01 0.1026
H 3.4423 -3.7558 4.4283 0.00 0.01 0.00 0.1584
H 1.0990 -2.6724 4.3931 0.00 0.00 0.00 0.1281
H 5.1456 -2.6014 0.3521 0.00 0.00 0.00 0.1165
H 4.0190 -0.1664 -2.7759 0.00 0.00 0.00 0.1102
H 2.0218 0.5832 -1.4695 0.00 0.00 0.00 0.0989
C -4.7626 -0.2316 -0.4488 -0.01 0.01 0.00 -0.0649
C -4.8923 -1.2504 -1.3815 0.01 0.00 0.00 -0.0695
C -3.8141 -2.0710 -1.6367 0.00 0.00 -0.01 -0.0210
C -2.6013 -1.8855 -0.9561 0.00 -0.01 -0.01 -0.2335
N -2.4938 -0.8949 -0.0545 -0.01 0.02 0.06 0.0315
C -3.5414 -0.1019 0.1805 0.01 0.00 -0.01 -0.1517
C -1.4015 -2.7454 -1.1950 -0.02 0.01 0.01 -0.2352
C -1.5129 -3.8127 -2.0981 0.01 0.00 0.01 -0.0648
C -0.4393 -4.6479 -2.3456 0.00 0.00 0.00 -0.1101
C 0.7548 -4.4179 -1.6773 -0.01 0.00 -0.01 -0.1106
C 0.8441 -3.3547 -0.7886 0.01 0.01 0.00 -0.1698
C -0.2030 -2.4632 -0.5003 -0.01 -0.01 -0.01 -0.1630
H -5.5765 0.4394 -0.2131 0.00 0.00 0.00 0.1030
H -5.8262 -1.4025 -1.9085 0.00 0.00 0.00 0.1072
H -3.9150 -2.8557 -2.3690 0.00 0.00 0.00 0.0944
H -3.3822 0.6803 0.9124 0.00 0.00 0.00 0.0885
H -2.4379 -4.0212 -2.6198 0.00 0.00 0.00 0.0857
H -0.5374 -5.4697 -3.0440 0.00 0.00 0.00 0.0938
H 1.6080 -5.0659 -1.8487 0.00 0.00 0.00 0.0930
H 1.8041 -3.2339 -0.2894 0.00 0.00 0.00 0.0545
C -1.1528 4.8365 -2.7443 -0.01 0.01 -0.01 -0.0812
C -0.1368 5.0213 -1.6381 0.01 -0.02 0.01 -0.3065
O 0.4014 3.7609 -1.2060 -0.01 0.00 0.01 -0.3251
P -0.3949 2.9793 -0.0069 -0.01 -0.01 0.00 0.8889
O -1.2701 1.8735 -0.7853 0.02 -0.01 0.01 -0.3415
C -0.7817 1.0884 -1.9031 0.00 0.01 0.00 -0.2749
C -1.8908 0.9477 -2.9166 0.00 -0.01 -0.01 -0.0441
O 0.8428 1.9699 0.4167 0.03 -0.02 0.04 -0.4274
C 1.8619 2.5139 1.2847 0.00 0.01 -0.01 -0.3026
C 3.0685 2.9976 0.5112 0.01 0.00 0.00 -0.0607
H -1.4991 5.8074 -3.1015 0.00 0.00 0.00 0.0787
H -2.0172 4.2744 -2.3879 0.00 0.00 0.00 0.0697
H -0.7113 4.2972 -3.5831 0.00 0.00 0.00 0.0807
H -0.5828 5.5390 -0.7832 0.00 0.00 0.00 0.1012
H 0.7156 5.6076 -1.9799 0.00 0.00 0.00 0.1150
H -0.4788 0.1044 -1.5315 -0.01 0.00 0.00 0.0772
H 0.0866 1.5898 -2.3344 0.00 0.00 -0.01 0.1051
H -2.7810 0.5260 -2.4511 0.00 0.00 0.00 0.0604
H -1.5725 0.2777 -3.7169 0.01 0.00 0.00 0.0914
H -2.1468 1.9148 -3.3506 0.00 0.00 0.00 0.0702
H 2.1296 1.7167 1.9796 0.00 0.00 -0.01 0.1077
H 1.4262 3.3263 1.8742 0.00 0.00 0.00 0.1014
H 3.5450 2.1792 -0.0267 0.00 0.00 0.00 0.0611
H 3.7977 3.4156 1.2076 0.00 0.00 0.00 0.0843
H 2.7880 3.7675 -0.2056 0.00 0.00 0.00 0.0703
```
Forces are in eV/Å.

For the relative energy (zero: lowest compared OMol25 entry of this formula, charge and spin), the calculation gives 0.0 kcal per mole. The value obtained for the largest force on an atom is 0.1 eV/Å. As for the spin multiplicity: 1. As for the HOMO energy: -7.0 eV. Its lowest unoccupied orbital energy is -0.084 eV.